{
  "formula": "C28H72Cu2N6O16S2",
  "method": "wB97M-V/def2-TZVPD",
  "homo_ev": [-7.212, -7.178],
  "multiplicity": 3,
  "orbital_gap_ev": [7.397, 5.835],
  "e_lumo_ev": [0.185, -1.342],
  "s2": 2.004,
  "largest_force_ev_per_a": 4.98,
  "elements": ["Cu", "Cu", "S", "O", "O", "O", "O", "S", "O", "O", "O", "O", "O", "C", "O", "C", "C", "C", "H", "H", "H", "H", "H", "H", "C", "C", "C", "O", "C", "N", "H", "H", "H", "H", "H", "H", "H", "H", "H", "H", "H", "C", "C", "C", "O", "C", "N", "H", "H", "H", "H", "H", "H", "H", "H", "H", "H", "H", "C", "C", "C", "O", "C", "N", "H", "H", "H", "H", "H", "H", "H", "H", "H", "H", "H", "C", "C", "C", "O", "C", "N", "H", "H", "H", "H", "H", "H", "H", "H", "H", "H", "H", "C", "C", "C", "O", "C", "N", "H", "H", "H", "H", "H", "H", "H", "H", "H", "H", "H", "C", "C", "C", "O", "C", "N", "H", "H", "H", "H", "H", "H", "H", "H", "H", "H", "H"],
  "xyz": [[-0.961455, 1.016518, 1.260310], [2.918285, -2.050332, 1.127090], [1.942795, 0.380998, 3.245000], [0.747805, 0.790428, 2.536100], [2.108095, -1.004182, 2.801940], [3.019275, 1.175728, 2.692390], [1.694795, 0.510018, 4.676870], [0.514025, -0.493272, -0.472630], [1.779595, -1.141612, -0.247880], [-0.074635, -0.901892, -1.792160], [-0.486075, -0.936012, 0.530990], [0.574205, 0.947588, -0.220900], [-2.464245, 3.376348, -1.572710], [-1.671755, 3.233798, -2.502810], [-0.466965, 2.682368, -2.414380], [0.063515, 2.169688, -3.605900], [-0.745425, 2.943898, -4.599010], [-2.007545, 3.456418, -3.956670], [0.060075, 1.080498, -3.647740], [1.124375, 2.390208, -3.724410], [-0.743565, 2.207148, -5.402320], [-0.112825, 3.723448, -5.023540], [-2.860465, 2.914238, -4.364910], [-2.098875, 4.537218, -4.064540], [3.906505, 2.947218, -0.455620], [3.022945, 3.959838, 0.117560], [2.111475, 4.637448, -0.921550], [2.914865, 5.350058, -1.793270], [2.169355, 5.937578, -2.833300], [2.096625, 3.245808, 1.029670], [4.458445, 3.333568, -1.312470], [3.451875, 1.994318, -0.726520], [4.669595, 2.791818, 0.307040], [3.666435, 4.672408, 0.633560], [1.456245, 5.280838, -0.334330], [1.483875, 3.836058, -1.311410], [1.811305, 5.187568, -3.538560], [2.754715, 6.568668, -3.502000], [1.381295, 6.587578, -2.453100], [2.677185, 2.810568, 1.732260], [1.720105, 2.484738, 0.482760], [-0.538185, 5.650658, 1.478270], [-0.980265, 4.317068, 2.201320], [-2.366335, 4.278418, 2.547180], [-2.693895, 3.120248, 3.256400], [-3.799625, 3.062398, 4.144670], [-0.785395, 3.281418, 1.230370], [-1.194635, 6.411108, 1.901210], [-0.670515, 5.596928, 0.397670], [0.494805, 5.933798, 1.680430], [-0.331835, 4.113388, 3.053460], [-2.994045, 4.506688, 1.685800], [-2.423715, 5.025688, 3.338630], [-3.527035, 3.434468, 5.132270], [-4.208505, 2.069728, 4.333150], [-4.628745, 3.748008, 3.969700], [-1.253625, 3.630398, 0.406310], [0.203755, 3.244638, 1.029530], [5.419675, -5.401592, 2.152240], [4.835745, -4.202392, 1.451130], [4.095435, -4.493182, 0.135710], [3.758695, -3.218852, -0.489830], [3.939415, -3.088632, -1.875590], [4.121105, -3.384792, 2.424170], [5.689535, -5.199662, 3.188820], [6.396005, -5.511122, 1.680130], [4.953805, -6.386922, 2.166300], [5.639675, -3.516552, 1.183850], [3.105405, -4.907272, 0.326730], [4.785645, -5.024362, -0.519690], [4.820095, -2.479932, -2.080480], [2.995295, -2.577942, -2.065150], [4.114145, -3.974682, -2.485900], [3.668595, -4.045032, 3.040140], [4.817595, -2.911592, 2.981920], [-5.115185, 0.575858, 0.274710], [-3.763625, 0.820348, 0.973520], [-3.407245, -0.229272, 2.090710], [-2.180365, 0.043418, 2.665890], [-1.920495, -0.632992, 3.870290], [-2.696695, 0.953398, -0.012100], [-5.416645, 1.258568, -0.519720], [-5.956405, 0.557138, 0.967600], [-5.152675, -0.331952, -0.327430], [-3.820725, 1.739868, 1.556040], [-3.464195, -1.186362, 1.572210], [-4.120435, -0.197472, 2.914400], [-1.184755, 0.012028, 4.350650], [-1.733805, -1.700202, 3.750640], [-2.755345, -0.618762, 4.570950], [-2.830205, 1.692138, -0.687780], [-2.762335, 0.188628, -0.668540], [-3.395505, -3.247822, -4.500690], [-2.362285, -2.095082, -4.139350], [-2.658455, -0.757082, -5.003810], [-2.576705, -1.044982, -6.402580], [-3.101805, -0.017532, -7.106170], [-2.486965, -1.895682, -2.697760], [-3.277525, -3.355852, -5.578890], [-4.445605, -3.068512, -4.269930], [-3.074135, -4.174092, -4.024410], [-1.328185, -2.193862, -4.469500], [-1.985935, 0.031198, -4.665530], [-3.632325, -0.362442, -4.714130], [-2.985155, 1.004738, -6.746370], [-4.171235, -0.228292, -7.107370], [-2.941295, -0.122662, -8.179150], [-1.595395, -1.451642, -2.530350], [-2.435355, -2.816352, -2.285690], [-1.067045, -3.987662, 2.240560], [0.393195, -3.963882, 2.581440], [0.917605, -5.343232, 3.022890], [2.264765, -5.261182, 3.655990], [2.661535, -6.577662, 4.139360], [1.161325, -3.408972, 1.400960], [-1.369665, -3.150792, 1.611140], [-1.742185, -3.924282, 3.093940], [-1.329955, -4.959112, 1.821920], [0.728805, -3.174752, 3.254300], [0.846785, -6.173252, 2.319940], [0.168975, -5.516102, 3.796040], [3.666005, -6.429482, 4.535830], [2.774935, -7.401102, 3.434240], [1.976985, -6.817742, 4.952900], [1.027525, -4.162502, 0.741880], [0.591505, -2.632612, 1.096530]],
  "atomic_forces_ev_per_a": [[1.19, 0.73, 0.20], [-1.36, 0.64, 1.72], [-0.61, 2.65, 0.51], [-3.98, 1.55, -1.41], [1.66, -4.62, -0.83], [1.81, 0.22, 0.51], [0.79, -0.72, -0.26], [-4.52, 0.50, -1.50], [3.34, -1.47, 0.12], [2.15, 1.11, 0.97], [-0.55, -1.13, 1.27], [1.06, 0.74, -1.64], [1.75, 0.36, -0.90], [-1.94, -1.37, 0.16], [0.07, 0.03, 3.13], [0.55, 0.65, -0.05], [1.61, -0.67, -2.82], [0.88, -0.05, -0.45], [-0.86, -0.07, 0.34], [0.07, 0.42, 0.55], [-1.32, 0.35, -0.67], [-0.16, 0.35, 0.26], [-0.34, 0.26, 0.70], [-0.35, -0.09, -0.34], [2.32, -0.53, -0.89], [-2.23, -0.21, -0.02], [0.69, -0.45, 2.28], [0.06, 0.64, -1.40], [0.27, 0.18, -0.54], [0.49, 1.65, -0.02], [0.04, 0.02, -0.28], [-0.25, 0.10, 0.09], [0.11, -0.66, -0.02], [-0.48, 0.38, 0.20], [-0.20, 0.41, -0.21], [0.00, -0.03, -0.86], [-0.65, -0.36, 0.22], [0.70, 0.11, 0.52], [-0.38, -0.22, 0.10], [-0.31, -0.49, 0.49], [0.17, -0.58, 0.05], [-0.87, -0.14, 1.52], [3.12, 0.14, -1.67], [-2.19, 1.76, 3.04], [-0.60, -2.39, -0.32], [0.17, 1.40, 0.78], [-0.10, -2.36, -0.70], [0.12, 0.54, -0.28], [-0.20, -0.05, 0.09], [-0.06, -0.27, 0.09], [-0.11, 0.04, 0.11], [-0.42, -0.11, -0.05], [-0.76, 1.11, -0.35], [0.67, -0.14, 0.33], [0.40, -0.22, -0.70], [-0.19, -0.04, -1.08], [-0.11, -0.48, -0.57], [0.67, 0.08, -0.11], [1.80, -0.67, -0.28], [0.33, 0.50, 0.01], [-0.20, 1.45, 0.58], [1.09, -1.41, 2.12], [-0.44, 1.35, -0.49], [-0.84, 0.83, -1.16], [-0.27, 0.34, 0.08], [0.16, -0.65, -0.03], [-0.57, 0.29, -0.44], [0.44, -0.39, -0.47], [0.37, -0.93, -0.09], [-0.43, -0.40, 0.01], [-0.13, 0.42, 0.06], [0.33, 0.15, -1.38], [-0.59, -0.56, 0.59], [-1.14, 0.35, 0.30], [-0.07, 0.36, 0.11], [-0.40, -0.54, 0.02], [-0.99, 0.54, 0.60], [-1.31, 0.17, -1.51], [-0.07, 0.07, -0.29], [0.06, 0.63, 0.93], [0.80, -0.57, 0.48], [0.57, 0.90, 0.35], [0.06, -0.12, 0.17], [0.36, -0.65, 0.47], [0.06, 0.40, -0.34], [0.31, -0.63, 0.32], [-0.64, -0.02, -0.33], [0.73, -0.89, -0.04], [0.78, 0.17, -0.29], [-0.72, 0.35, -0.23], [-0.08, 1.14, 0.66], [0.55, -1.14, 0.20], [2.06, 0.86, -1.12], [-2.60, 0.71, -1.29], [-0.64, -1.70, 1.55], [2.01, -0.70, 2.38], [-2.74, 0.35, -1.89], [0.39, 0.91, -1.20], [-0.39, -0.44, -0.10], [0.25, 0.49, 0.23], [-0.03, -0.04, 0.03], [0.17, -1.37, 0.09], [0.66, 0.05, -0.33], [-0.59, -0.19, -0.30], [0.64, 0.00, 0.10], [-0.80, 0.69, 0.21], [0.99, 0.21, 0.04], [0.11, 0.22, 1.45], [0.07, -0.04, 0.25], [-1.00, -0.36, 0.66], [2.62, 1.19, -0.92], [0.30, 1.56, 1.66], [-1.39, -1.63, -1.45], [0.22, 1.51, 0.68], [-0.39, -1.71, 0.15], [0.25, -0.18, -0.30], [0.26, 0.04, 0.46], [-0.03, 0.06, -0.63], [-0.75, -0.41, 1.17], [0.24, 0.22, -0.44], [0.22, -0.81, 0.53], [-0.08, 0.03, 0.27], [-0.60, 0.25, -0.56], [0.09, -0.44, -0.01], [0.13, 0.22, -1.04], [-0.34, 0.43, -0.41]]
}